Below is a gas-phase ion, C3H9N2 (charge +1), with properties calculated with ωB97M-V with the def2-TZVPD basis set.

Geometry as XYZ:
```
14
Properties=species:S:1:pos:R:3:forces:R:3
H 0.913332 1.276784 1.162264 1.11 0.67 1.13
H -2.090586 -1.297564 0.384197 0.76 0.44 -0.32
H -2.403459 0.124029 -0.481248 0.09 0.47 -0.48
H -1.042079 -1.002260 -1.053514 -0.89 0.52 0.14
H 0.082190 1.973252 -0.116763 0.29 0.29 0.02
H 1.159952 -1.835507 -0.032233 -0.31 0.16 -0.14
N 0.471805 1.124059 0.293324 -1.83 -0.61 -2.21
C 1.340261 0.238195 -0.567728 -1.77 -1.91 -0.18
H 0.909576 0.151685 -1.669261 0.81 0.29 2.42
H 2.348302 0.491124 -0.492650 1.61 1.12 -0.73
H -0.766020 0.074109 1.720982 -0.01 0.43 0.01
N 1.214130 -0.913695 0.403789 -3.22 2.39 -0.08
C -1.564564 -0.507410 -0.207348 -0.49 -1.22 -0.69
C -0.572843 0.103201 0.656195 3.86 -3.04 1.11
```
Forces are in eV/Å.

frontier orbital gap = 0.34870 Ha
E_HOMO = -14.25 eV
LUMO level = -0.1748 Ha
charge = +1
relative energy (zero: lowest compared OMol25 entry of this formula, charge and spin) = 412.6 kJ/mol
2S+1 = 1
DFT total energy = -228.8297 Eh